(1)
This record from the OMol25 dataset describes a gas-phase ion, C13H15N2O (charge +1). The level of theory is ωB97M-V with the def2-TZVPD basis set.

Positions of all 31 atoms, in Å:
C (3.712, 0.057, 1.566)
N (2.602, 0.107, 0.587)
C (2.982, 1.075, -0.474)
C (2.294, -1.160, 0.080)
O (2.640, -2.191, 0.634)
C (1.433, -1.314, -1.199)
C (0.002, -0.819, -0.958)
C (-0.883, -0.767, -2.088)
C (-2.150, -0.321, -1.967)
C (-2.625, 0.075, -0.686)
C (-3.929, 0.516, -0.471)
N (-4.300, 0.886, 0.739)
C (-3.492, 0.867, 1.838)
C (-2.218, 0.447, 1.714)
C (-1.756, 0.028, 0.429)
C (-0.427, -0.445, 0.277)
H (3.710, 1.021, 2.099)
H (4.669, 0.012, 1.025)
H (3.598, -0.723, 2.319)
H (2.099, 1.622, -0.833)
H (3.634, 1.822, -0.004)
H (3.554, 0.635, -1.303)
H (1.859, -0.647, -1.967)
H (1.425, -2.357, -1.529)
H (-0.544, -1.091, -3.072)
H (-2.807, -0.260, -2.835)
H (-4.610, 0.564, -1.321)
H (-5.250, 1.217, 0.880)
H (-3.879, 1.216, 2.792)
H (-1.517, 0.411, 2.545)
H (0.173, -0.483, 1.182)

Its multiplicity is 1. The net charge is +1. The LUMO energy is -0.1629 hartree. As for the SMILES: CN(C)C(=O)Cc1ccc2c[nH+]ccc2c1. The energy above the lowest of the compared OMol25 structures with the same formula, charge and spin is 0.0 kcal/mol. The calculation puts the HOMO-LUMO gap at 7.7 eV.


(2)
This record from the OMol25 dataset describes C17H17NO6S2 in the gas phase. The level of theory is ωB97M-V with the def2-TZVPD basis set.

Positions of all 43 atoms, in Å:
O (1.188, -4.354, -4.065)
C (0.641, -3.584, -3.315)
C (-0.392, -2.616, -3.745)
C (-1.489, -2.290, -2.950)
C (-2.406, -1.354, -3.391)
C (-2.238, -0.735, -4.619)
C (-1.161, -1.072, -5.424)
C (-0.247, -2.014, -4.994)
H (0.598, -2.290, -5.608)
H (-1.037, -0.602, -6.388)
H (-2.953, 0.002, -4.953)
H (-3.256, -1.107, -2.772)
H (-1.651, -2.788, -2.006)
C (1.025, -3.534, -1.835)
H (0.343, -4.168, -1.253)
H (2.045, -3.911, -1.720)
O (0.970, -2.203, -1.342)
C (0.173, -1.954, -0.293)
O (-0.435, -2.794, 0.322)
C (0.126, -0.521, -0.010)
C (-0.567, 0.102, 0.995)
C (-0.410, 1.497, 0.954)
C (0.379, 1.916, -0.075)
S (0.962, 0.612, -1.018)
H (0.625, 2.930, -0.318)
S (-1.162, 2.630, 2.124)
O (-1.154, 3.923, 1.511)
O (-2.393, 2.045, 2.554)
N (-0.168, 2.707, 3.439)
C (1.077, 3.431, 3.325)
H (0.964, 4.144, 2.510)
C (2.246, 2.471, 3.080)
H (3.199, 2.997, 3.154)
O (2.284, 1.459, 4.062)
C (1.094, 0.700, 4.074)
H (1.219, -0.040, 4.866)
C (-0.124, 1.588, 4.351)
H (-1.057, 1.039, 4.237)
H (-0.059, 1.984, 5.371)
H (0.974, 0.182, 3.110)
H (2.159, 2.017, 2.081)
H (1.243, 3.973, 4.262)
H (-1.176, -0.417, 1.712)

Its multiplicity is 1. The LUMO energy is -0.0141 hartree. As for the SMILES: O=C(COC(=O)c1cc(S(=O)(=O)N2CCOCC2)cs1)c1ccccc1. The energy above the lowest of the compared OMol25 structures with the same formula, charge and spin is 2.7 kcal/mol. The calculation puts the HOMO-LUMO gap at 9.0 eV.


(3)
This record from the OMol25 dataset describes a molecular structure, C42H87AlBrO7S. The level of theory is ωB97M-V with the def2-TZVPD basis set.

Positions of all 139 atoms, in Å:
C (0.053, 0.274, 3.547)
C (1.486, 0.143, 3.005)
C (1.893, -1.263, 2.534)
C (1.769, -1.464, 1.024)
C (0.365, -1.248, 0.459)
C (-0.554, -2.468, 0.610)
C (-1.940, -2.088, 1.120)
C (-2.875, -3.279, 1.348)
C (-3.842, -3.070, 2.517)
C (-4.783, -1.862, 2.302)
C (-4.525, -0.609, 3.171)
C (-4.139, 0.632, 2.369)
C (-3.953, 1.901, 3.198)
C (-3.738, 3.170, 2.349)
Al (-2.332, 4.408, 2.986)
S (-1.424, 5.451, 1.141)
Br (-3.347, 6.124, 4.331)
H (0.025, 0.901, 4.439)
H (-0.364, -0.703, 3.821)
H (-0.629, 0.737, 2.833)
H (1.631, 0.836, 2.171)
H (2.190, 0.457, 3.778)
H (2.940, -1.440, 2.808)
H (1.302, -2.024, 3.061)
H (2.090, -2.482, 0.766)
H (2.472, -0.791, 0.522)
H (0.436, -0.965, -0.596)
H (-0.101, -0.397, 0.965)
H (-0.650, -2.984, -0.354)
H (-0.106, -3.194, 1.302)
H (-1.824, -1.528, 2.056)
H (-2.390, -1.393, 0.403)
H (-2.290, -4.193, 1.509)
H (-3.470, -3.443, 0.440)
H (-4.416, -3.990, 2.669)
H (-3.266, -2.918, 3.438)
H (-5.821, -2.180, 2.439)
H (-4.703, -1.557, 1.252)
H (-3.738, -0.814, 3.908)
H (-5.429, -0.373, 3.745)
H (-4.921, 0.825, 1.620)
H (-3.227, 0.428, 1.797)
H (-4.846, 2.026, 3.825)
H (-3.118, 1.744, 3.895)
H (-3.445, 2.876, 1.328)
H (-4.688, 3.705, 2.236)
H (-1.177, 3.678, 3.825)
H (-1.424, 6.713, 1.580)
C (2.061, -1.842, -3.810)
C (3.280, -0.944, -3.595)
C (3.663, -1.298, -2.164)
O (3.303, -2.675, -1.986)
C (2.478, -3.103, -3.065)
H (1.838, -2.035, -4.860)
H (1.178, -1.399, -3.345)
H (4.080, -1.214, -4.287)
H (3.061, 0.116, -3.715)
H (3.099, -0.691, -1.449)
H (4.722, -1.179, -1.947)
H (3.053, -3.767, -3.722)
H (1.632, -3.661, -2.656)
C (6.069, 2.728, 4.110)
C (6.545, 2.197, 2.757)
C (5.395, 1.270, 2.377)
O (4.222, 1.840, 2.947)
C (4.569, 2.868, 3.871)
H (6.536, 3.668, 4.401)
H (6.263, 1.992, 4.894)
H (6.626, 3.014, 2.037)
H (7.504, 1.680, 2.801)
H (5.548, 0.265, 2.792)
H (5.253, 1.173, 1.299)
H (4.326, 3.843, 3.436)
H (3.972, 2.740, 4.774)
C (1.640, -5.341, -6.930)
C (1.645, -4.384, -8.121)
C (2.591, -3.294, -7.629)
O (3.533, -3.942, -6.776)
C (3.093, -5.266, -6.476)
H (1.331, -6.354, -7.182)
H (0.978, -4.965, -6.146)
H (2.058, -4.878, -9.003)
H (0.659, -3.996, -8.376)
H (2.049, -2.532, -7.060)
H (3.135, -2.799, -8.434)
H (3.717, -5.985, -7.018)
H (3.215, -5.440, -5.406)
C (-5.487, 1.190, -2.524)
C (-5.924, -0.211, -2.095)
C (-4.589, -0.843, -1.719)
O (-3.774, 0.221, -1.231)
C (-4.376, 1.482, -1.522)
H (-6.287, 1.930, -2.484)
H (-5.090, 1.167, -3.542)
H (-6.576, -0.147, -1.220)
H (-6.444, -0.770, -2.873)
H (-4.109, -1.306, -2.586)
H (-4.684, -1.598, -0.935)
H (-4.772, 1.917, -0.599)
H (-3.606, 2.152, -1.907)
C (-3.232, -4.360, -6.212)
C (-3.748, -5.337, -5.156)
C (-3.631, -4.500, -3.887)
O (-3.845, -3.147, -4.286)
C (-3.801, -3.039, -5.707)
H (-3.557, -4.596, -7.225)
H (-2.140, -4.333, -6.200)
H (-4.793, -5.589, -5.352)
H (-3.178, -6.263, -5.100)
H (-2.634, -4.592, -3.443)
H (-4.370, -4.759, -3.127)
H (-4.813, -2.873, -6.091)
H (-3.188, -2.176, -5.970)
C (-2.220, 9.595, 4.926)
C (-3.347, 9.650, 5.952)
C (-3.050, 10.965, 6.661)
O (-2.454, 11.824, 5.686)
C (-2.103, 11.059, 4.526)
H (-2.435, 8.933, 4.091)
H (-1.296, 9.253, 5.396)
H (-4.314, 9.691, 5.447)
H (-3.355, 8.794, 6.624)
H (-2.346, 10.816, 7.488)
H (-3.942, 11.457, 7.055)
H (-2.799, 11.303, 3.715)
H (-1.098, 11.346, 4.214)
C (8.056, -1.687, 1.129)
C (6.926, -2.715, 1.120)
C (5.761, -1.891, 0.586)
O (6.343, -0.922, -0.297)
C (7.758, -0.900, -0.141)
H (9.053, -2.128, 1.124)
H (7.972, -1.040, 2.005)
H (7.160, -3.532, 0.433)
H (6.717, -3.141, 2.100)
H (5.244, -1.364, 1.394)
H (5.027, -2.479, 0.034)
H (8.228, -1.366, -1.015)
H (8.086, 0.140, -0.089)

Its multiplicity is 1. The net charge is -1. The LUMO energy is 0.0641 hartree. The calculation puts the HOMO-LUMO gap at 6.6 eV.


(4)
This record from the OMol25 dataset describes 2 unconnected molecules or ions with the total composition C39H60FN2O3P. The level of theory is ωB97M-V with the def2-TZVPD basis set.

Positions of all 106 atoms, in Å:
C (-5.822, 3.884, -12.658)
C (-4.294, 3.866, -12.506)
C (-3.662, 2.545, -12.970)
C (-4.181, 1.305, -12.210)
C (-3.973, 1.359, -10.681)
C (-2.688, 0.598, -10.232)
C (-2.969, -0.065, -8.857)
C (-1.731, -0.067, -7.940)
C (-2.087, -0.534, -6.519)
C (-0.874, -0.472, -5.583)
C (-1.149, -1.210, -4.253)
C (-0.067, -0.928, -3.178)
C (-0.688, -1.040, -1.756)
C (0.309, -1.684, -0.767)
C (-0.422, -2.123, 0.527)
C (-0.489, -0.918, 1.509)
C (-1.939, -0.764, 2.017)
C (-2.035, 0.339, 3.137)
C (-2.488, -0.356, 4.392)
C (-1.816, -0.476, 5.515)
P (-0.156, 0.276, 5.726)
C (-0.255, 2.097, 5.316)
O (0.125, 0.270, 7.374)
C (-2.496, -1.274, 6.620)
O (-2.433, -0.959, 7.752)
C (-3.298, -2.465, 6.122)
C (-3.302, -3.792, 6.869)
C (-4.619, -4.550, 6.726)
F (-3.052, -3.622, 8.208)
C (-3.979, -2.320, 5.012)
C (-3.873, -0.981, 4.327)
O (-4.774, -0.439, 3.800)
H (-6.161, 4.911, -12.475)
H (-6.113, 3.642, -13.684)
H (-6.330, 3.257, -11.924)
H (-3.819, 4.665, -13.087)
H (-4.065, 4.088, -11.458)
H (-3.846, 2.393, -14.039)
H (-2.578, 2.610, -12.810)
H (-5.247, 1.169, -12.425)
H (-3.687, 0.419, -12.623)
H (-3.897, 2.376, -10.288)
H (-4.842, 0.889, -10.211)
H (-1.833, 1.276, -10.155)
H (-2.441, -0.158, -10.982)
H (-3.305, -1.092, -9.025)
H (-3.736, 0.509, -8.326)
H (-0.995, -0.765, -8.363)
H (-1.264, 0.923, -7.906)
H (-2.870, 0.146, -6.160)
H (-2.488, -1.552, -6.531)
H (-0.028, -0.997, -6.043)
H (-0.602, 0.573, -5.397)
H (-1.157, -2.276, -4.501)
H (-2.135, -0.912, -3.878)
H (0.335, 0.075, -3.341)
H (0.695, -1.704, -3.288)
H (-1.607, -1.631, -1.790)
H (-0.951, -0.024, -1.437)
H (1.109, -0.980, -0.512)
H (0.755, -2.543, -1.280)
H (0.172, -2.929, 0.973)
H (-1.425, -2.503, 0.328)
H (0.106, -1.142, 2.407)
H (-0.160, 0.022, 1.056)
H (-2.653, -0.558, 1.217)
H (-2.205, -1.741, 2.437)
H (-2.815, 1.053, 2.865)
H (-1.037, 0.771, 3.217)
H (-1.300, 2.358, 5.123)
H (0.281, 2.243, 4.374)
H (0.168, 2.718, 6.106)
H (-0.476, 0.931, 7.757)
H (-2.494, -4.404, 6.448)
H (-4.778, -4.855, 5.691)
H (-4.584, -5.454, 7.336)
H (-5.448, -3.923, 7.060)
H (-4.572, -3.089, 4.538)
C (10.157, 1.665, 9.758)
N (9.094, 1.346, 8.773)
C (9.025, 0.102, 8.269)
C (8.030, -0.244, 7.383)
C (7.076, 0.697, 7.003)
C (7.190, 1.982, 7.527)
C (8.206, 2.283, 8.407)
C (5.957, 0.348, 6.094)
C (4.638, 0.512, 6.501)
C (3.605, 0.227, 5.632)
N (3.860, -0.205, 4.388)
C (5.122, -0.396, 3.972)
C (6.185, -0.130, 4.804)
C (2.735, -0.462, 3.457)
H (11.121, 1.448, 9.305)
H (9.995, 1.048, 10.639)
H (10.101, 2.715, 10.026)
H (9.773, -0.606, 8.600)
H (7.995, -1.260, 7.012)
H (6.491, 2.761, 7.253)
H (8.317, 3.270, 8.833)
H (4.397, 0.858, 7.498)
H (2.565, 0.345, 5.916)
H (5.258, -0.752, 2.959)
H (7.190, -0.277, 4.429)
H (2.797, -1.494, 3.120)
H (2.820, 0.227, 2.619)
H (1.801, -0.292, 3.993)

Its multiplicity is 1. The net charge is +2. The LUMO energy is -0.2758 hartree. The calculation puts the HOMO-LUMO gap at 4.4 eV.


(5)
This record from the OMol25 dataset describes C2H3IO2 in the gas phase. The level of theory is ωB97M-V with the def2-TZVPD basis set.

Positions of all 8 atoms, in Å:
C (-1.202, 0.663, -0.110)
C (0.732, -0.492, 0.176)
O (-1.871, -0.325, -0.161)
O (0.106, 0.758, 0.196)
I (2.852, -0.098, -0.055)
H (-1.752, 1.662, -0.369)
H (0.715, -1.092, 1.123)
H (0.419, -1.075, -0.799)

Its multiplicity is 1. The LUMO energy is 0.0093 hartree. As for the SMILES: O=COCI. The energy above the lowest of the compared OMol25 structures with the same formula, charge and spin is 28.1 kcal/mol. The calculation puts the HOMO-LUMO gap at 10.0 eV.


(6)
This record from the OMol25 dataset describes C5H9NO2 in the gas phase. The level of theory is ωB97M-V with the def2-TZVPD basis set.

Positions of all 17 atoms, in Å:
C (1.137, -0.005, -0.274)
C (0.550, 1.142, 0.675)
C (0.873, 0.794, 2.094)
O (1.543, 1.506, 2.800)
C (0.253, -1.199, -0.065)
N (-0.954, -1.262, -0.698)
C (-1.499, -0.232, -1.558)
O (0.658, -2.151, 0.589)
H (2.148, -0.205, 0.049)
H (1.088, 0.288, -1.322)
H (0.985, 2.090, 0.386)
H (-0.534, 1.109, 0.564)
H (0.388, -0.100, 2.529)
H (-1.630, -1.896, -0.289)
H (-2.425, -0.628, -1.971)
H (-1.712, 0.738, -1.097)
H (-0.869, 0.012, -2.412)

Its multiplicity is 1. The LUMO energy is 0.0230 hartree. As for the SMILES: CNC(=O)CCC=O. The energy above the lowest of the compared OMol25 structures with the same formula, charge and spin is 20.7 kcal/mol. The calculation puts the HOMO-LUMO gap at 10.4 eV.


no.,total energy (hartree),HOMO energy (eV)
1,-688.90385,-12.17
2,-1960.56005,-9.34
3,-5393.87666,-4.89
4,-2297.92016,-11.94
5,-526.15416,-9.79
6,-401.14372,-9.82